No. 1
Formula: C13H10ClF3N2O
Source: OMol25
Level of theory: ωB97M-V/def2-TZVPD

- net charge = +2
- energy (Ha) = -1445.34847

```
30
Properties=species:S:1:pos:R:3:forces:R:3:lowdin_charge:R:1
Cl -4.126 -5.144 1.360 -0.0226 -0.0073 -0.1884 0.8025
F 4.832 3.527 0.250 0.4149 -0.1035 0.0425 0.2393
F 3.565 4.572 -1.148 -0.0069 0.0111 -0.0104 0.2353
F 3.261 4.804 0.973 -0.0904 0.2419 0.1912 0.2490
O -4.488 -2.605 1.348 -0.4829 1.0801 0.3597 0.1035
N -2.065 -2.294 -0.235 0.2632 0.3162 -0.2573 0.0001
N 2.677 2.831 0.018 -0.2902 -0.0894 -0.1766 0.0961
C 0.866 0.775 0.005 -0.1617 0.3013 0.0385 -0.1209
C -0.856 -0.726 1.072 0.0928 -0.0189 -0.2307 0.0795
C 3.044 1.629 0.497 -0.1407 -0.1578 0.0273 0.0712
C 1.438 3.058 -0.462 -0.4332 -0.5861 0.0654 0.0669
C -3.974 -3.506 0.801 0.1701 -1.1129 0.0622 -0.8294
C -1.377 -1.907 -1.330 0.2543 0.2256 -0.0086 0.0423
C -1.810 -1.717 0.945 0.1840 0.1954 0.4707 0.0497
C -0.415 -0.921 -1.266 -0.3974 -0.3257 0.1415 0.0667
C -3.083 -3.357 -0.416 0.0084 -0.2734 -0.0471 -0.0643
C -0.150 -0.310 -0.043 0.1310 -0.1770 -0.2332 -0.1318
C 3.635 3.986 0.025 -0.1358 0.0011 -0.1370 -0.6327
C 0.513 2.033 -0.479 0.3832 0.2596 0.0356 0.0771
C 2.146 0.580 0.503 0.0368 0.1714 0.0016 0.0805
H -2.599 -4.301 -0.640 0.2664 0.0124 -0.0233 0.1313
H 4.051 1.538 0.864 0.1325 -0.0241 0.0421 0.1631
H -3.701 -3.075 -1.262 -0.1766 0.0658 -0.1056 0.1573
H -0.677 -0.278 2.034 -0.0736 -0.0103 0.2288 0.1480
H -0.476 2.223 -0.861 -0.1111 0.0936 -0.0697 0.1486
H -1.600 -2.397 -2.263 -0.1617 -0.1578 -0.0597 0.1606
H 1.186 4.040 -0.823 0.1988 0.2548 -0.0259 0.1663
H 0.107 -0.651 -2.168 0.0801 0.0513 -0.1424 0.1463
H -2.368 -2.027 1.813 -0.1136 -0.1298 -0.0728 0.1498
H 2.445 -0.380 0.889 0.1818 -0.1076 0.0812 0.1480
```
Positions in Å, forces in eV/Å.

No. 2
Formula: C13H10F6IN6O4S2SeW
Source: OMol25
Level of theory: ωB97M-V/def2-TZVPD

- net charge = +3
- energy relative to the best compared isomer or geometry (same formula, charge and spin) (kJ/mol) = 27.20

```
44
Properties=species:S:1:pos:R:3:forces:R:3:lowdin_charge:R:1
W 0.312 -0.143 -0.083 1.6657 -0.5465 1.0494 1.5747
I 2.724 5.611 -0.910 0.0099 0.0224 -0.0216 1.0601
Se -1.227 1.044 -1.711 -1.3479 0.7486 -0.1413 1.0485
S 2.196 -2.929 -0.241 0.1395 0.1254 -0.0266 0.7677
S 3.053 -0.460 -0.509 -0.0138 -0.2430 -0.3825 0.7588
F 5.577 0.000 -0.146 -0.0541 0.0348 -0.0561 0.2445
F 1.019 -2.633 -2.588 0.1842 -0.0998 0.2538 0.1400
F 0.779 -4.583 -1.672 -0.0611 0.0633 0.1223 0.1996
F 4.917 0.139 -2.209 -0.0364 -0.0091 -0.0039 0.2434
F 4.426 1.716 -0.803 -0.0597 -0.0390 -0.0173 0.2042
F 2.682 -4.029 -2.542 -0.0133 0.0217 0.0527 0.2328
O 1.964 -0.049 -1.485 0.2530 -0.2587 -0.2924 -0.4455
O 1.046 -2.060 0.250 -0.2329 -0.2489 -0.1363 -0.4816
O 2.511 -3.998 0.608 0.0798 -0.1370 0.0949 -0.1244
O 2.496 -0.051 0.807 -0.2655 0.1466 -0.1812 -0.3413
N -2.668 1.409 -0.767 0.6998 -0.1723 -0.1713 -0.2479
N -0.868 0.245 1.093 -0.9045 -0.7267 0.6423 -0.1162
N 3.411 -1.957 -0.616 -0.2417 0.0896 0.0639 -0.2335
N 0.961 1.870 0.086 -0.1222 0.4974 0.0860 -0.2411
N 1.004 2.470 1.307 -0.1487 0.0271 -0.1605 0.0435
N -1.127 -1.619 -0.808 0.0513 0.0999 -0.5228 0.0078
C -2.111 0.621 1.537 0.2735 0.2834 0.1144 -0.2395
C -2.685 -3.480 -1.717 0.0322 0.0128 0.0162 0.0399
C -2.958 1.204 0.510 -0.2289 0.1607 -0.0320 -0.3071
C -1.820 -2.440 -1.216 0.1901 0.2501 0.1902 -0.1011
C 1.555 3.683 1.223 -0.0093 -0.0599 -0.0259 -0.0487
C 1.864 3.926 -0.112 -0.0221 -0.1294 0.0047 -0.7391
C 1.479 2.770 -0.776 0.0780 0.0140 -0.0271 -0.1909
C -4.706 1.492 2.205 0.0283 0.0703 -0.3457 0.0206
C 1.630 -3.609 -1.901 0.0380 0.0986 -0.2263 -0.6660
C -3.867 0.921 3.144 0.1488 -0.1209 0.1654 0.0543
C -4.259 1.637 0.900 -0.1229 -0.0158 0.0770 0.0976
C -2.558 0.486 2.826 -0.0660 0.0602 -0.2011 0.0580
C 4.670 0.437 -0.968 0.1422 0.0111 0.1654 -0.6751
H -4.207 0.799 4.165 -0.0178 0.0106 0.0068 0.1472
H 1.698 4.286 2.106 0.0135 0.0472 -0.0145 0.1548
H -4.870 2.072 0.119 -0.0884 0.0205 0.0638 0.1498
H -1.940 0.055 3.603 0.0929 -0.0100 -0.0689 0.1435
H -5.696 1.819 2.492 -0.0132 0.0251 -0.0556 0.1445
H 0.721 1.983 2.143 0.0632 -0.0020 0.0073 0.1675
H 1.558 2.543 -1.828 0.0041 0.0235 0.0035 0.1241
H -3.606 -3.486 -1.132 -0.0139 -0.0570 -0.0436 0.1243
H -2.170 -4.437 -1.617 -0.0711 -0.0313 -0.0326 0.1195
H -2.907 -3.276 -2.767 -0.0324 -0.0573 0.0072 0.1279
```
Positions in Å, forces in eV/Å.

No. 3
Formula: C13H10N4O3PdS
Source: OMol25
Level of theory: ωB97M-V/def2-TZVPD

- <S²> = 2.01
- spin multiplicity = 3
- energy relative to the best compared isomer or geometry (same formula, charge and spin) (kJ/mol) = 64.64

```
32
Properties=species:S:1:pos:R:3:forces:R:3:lowdin_charge:R:1
Pd -0.334 -1.343 0.494 1.7019 1.2298 0.1107 0.8947
S 0.114 -3.621 1.466 0.3719 0.1802 0.0476 0.6121
O -0.327 0.484 1.697 -1.2980 -1.1130 -0.6168 -0.0797
O -5.792 -0.467 -1.868 -0.1631 0.0202 -0.2711 0.0657
O 1.034 2.074 2.441 -0.0298 0.0794 0.0977 0.0692
N -4.914 -1.283 0.060 -0.1481 -0.0261 0.4527 0.1826
N -2.495 -2.666 0.991 0.2286 0.1848 0.0679 0.0820
N -1.113 -0.317 -1.309 -0.2135 -0.0122 0.3679 -0.0338
N 1.782 -0.687 0.369 -0.4726 -0.1024 0.1703 0.0065
C 0.800 1.031 1.866 1.4960 0.0114 -0.1526 -0.6166
C -3.131 -1.171 -2.992 0.0681 0.1808 0.3281 0.0226
C -0.827 -0.795 -2.519 -0.0527 0.1047 -0.3398 -0.1264
C 3.300 0.584 1.682 -0.0461 -0.1110 -0.0990 0.0147
C 4.364 -0.122 1.149 -0.2228 0.0230 -0.0338 -0.0366
C 2.799 -1.349 -0.172 0.2973 -0.0814 -0.1605 -0.1288
C -3.428 -0.732 -1.706 0.0944 0.1328 -0.1255 -0.1094
C 4.110 -1.098 0.195 -0.1363 0.0014 -0.0535 -0.0481
C 2.014 0.261 1.272 -0.2153 0.5569 0.3349 -0.1655
C -1.813 -1.171 -3.419 0.0795 0.0676 0.1392 -0.0335
C -2.390 -0.248 -0.915 -0.4670 0.2301 -0.3854 -0.1119
C -4.843 -0.803 -1.192 0.2621 0.0292 0.0623 -0.5239
C -1.410 -3.056 1.207 -1.1912 -1.1558 0.3741 -1.0112
H -2.573 0.247 0.041 0.0376 -0.2867 -0.1559 0.1268
H 3.414 1.367 2.415 0.0213 0.0636 0.0256 0.1235
H -3.936 -1.501 -3.632 -0.0766 -0.0143 -0.0700 0.1289
H 0.226 -0.830 -2.781 -0.0581 -0.0707 0.0295 0.1124
H 5.375 0.088 1.466 0.1001 0.0101 0.0173 0.1120
H 4.910 -1.663 -0.255 0.0638 -0.0509 -0.0600 0.1065
H -1.552 -1.464 -4.424 0.0561 -0.0968 -0.0180 0.1093
H -5.821 -1.416 0.476 0.0036 0.0832 -0.0975 0.1195
H -4.103 -1.673 0.530 -0.1365 -0.0569 -0.1216 0.0240
H 2.549 -2.092 -0.924 0.0452 -0.0110 0.1352 0.1123
```
Positions in Å, forces in eV/Å.

No. 4
Formula: C13H10NOS3SbW
Source: OMol25
Level of theory: ωB97M-V/def2-TZVPD

- <S²> = 0.77
- net charge = +3
- spin multiplicity = 2
- energy (Ha) = -2132.23401

```
30
Properties=species:S:1:pos:R:3:forces:R:3:lowdin_charge:R:1
W -0.012 -1.058 1.369 0.5333 0.9337 0.2012 0.8816
Sb 0.603 -0.499 4.560 -0.0749 -0.0725 0.0300 0.9614
S -1.484 -1.428 3.310 -0.0823 0.1121 -0.0091 0.1835
S -1.045 0.574 2.872 0.0385 -0.0778 -0.0563 0.1778
S 2.008 -1.185 2.862 -0.0305 -0.2979 -0.0071 0.0780
O -0.151 -4.313 1.104 0.0043 0.0303 0.0050 0.2889
N 1.584 -1.147 -0.101 -0.0214 -0.0121 -0.1151 -0.0115
C -2.203 -1.654 -0.654 -0.0131 -0.0605 -0.0866 -0.0429
C 0.422 1.003 -0.649 0.0419 -0.0082 0.0009 -0.1190
C -1.049 -0.897 -0.359 -0.2725 -0.4495 -0.1748 -0.2966
C -1.621 0.688 -2.109 0.0517 -0.0022 0.0558 0.0455
C 1.600 3.063 -0.201 -0.0579 -0.0031 -0.0362 0.0528
C -2.778 -0.056 -2.358 -0.0542 -0.0093 -0.0316 0.0469
C -0.754 0.262 -1.124 0.0135 0.0172 0.1538 -0.1856
C 1.479 0.296 0.019 -0.1772 -0.0198 -0.0680 -0.3389
C 2.591 1.009 0.542 0.0593 0.0645 0.0553 -0.0256
C 2.643 2.372 0.438 0.0354 -0.0627 0.0416 0.0124
C -0.112 -3.203 1.194 -0.0167 -0.1448 -0.0061 -0.1340
C -3.083 -1.200 -1.622 0.0164 -0.0169 0.0072 0.0055
C 0.506 2.391 -0.719 0.0087 0.0046 0.0253 0.0378
H -2.429 -2.581 -0.139 0.0076 0.0075 0.0044 0.1143
H 2.509 -1.488 0.160 -0.0066 0.0338 0.0051 0.1281
H 1.656 4.141 -0.293 -0.0060 0.0042 -0.0053 0.1475
H 1.349 -1.501 -1.028 -0.0100 0.0288 0.0068 0.1608
H 3.425 0.466 0.971 -0.0022 -0.0001 -0.0050 0.1160
H -3.987 -1.755 -1.836 -0.0012 -0.0005 0.0013 0.1414
H 3.502 2.913 0.811 0.0045 -0.0070 0.0019 0.1437
H -3.451 0.262 -3.145 -0.0004 -0.0012 0.0008 0.1457
H -0.297 2.947 -1.183 0.0000 0.0056 0.0023 0.1414
H -1.422 1.578 -2.692 0.0119 0.0037 0.0027 0.1430
```
Positions in Å, forces in eV/Å.

Please write out number 3 again, unchanged.
Formula: C13H10N4O3PdS
Source: OMol25
Level of theory: ωB97M-V/def2-TZVPD

- <S²> = 2.01
- spin multiplicity = 3
- energy relative to the best compared isomer or geometry (same formula, charge and spin) (kJ/mol) = 64.64

```
32
Properties=species:S:1:pos:R:3:forces:R:3:lowdin_charge:R:1
Pd -0.334 -1.343 0.494 1.7019 1.2298 0.1107 0.8947
S 0.114 -3.621 1.466 0.3719 0.1802 0.0476 0.6121
O -0.327 0.484 1.697 -1.2980 -1.1130 -0.6168 -0.0797
O -5.792 -0.467 -1.868 -0.1631 0.0202 -0.2711 0.0657
O 1.034 2.074 2.441 -0.0298 0.0794 0.0977 0.0692
N -4.914 -1.283 0.060 -0.1481 -0.0261 0.4527 0.1826
N -2.495 -2.666 0.991 0.2286 0.1848 0.0679 0.0820
N -1.113 -0.317 -1.309 -0.2135 -0.0122 0.3679 -0.0338
N 1.782 -0.687 0.369 -0.4726 -0.1024 0.1703 0.0065
C 0.800 1.031 1.866 1.4960 0.0114 -0.1526 -0.6166
C -3.131 -1.171 -2.992 0.0681 0.1808 0.3281 0.0226
C -0.827 -0.795 -2.519 -0.0527 0.1047 -0.3398 -0.1264
C 3.300 0.584 1.682 -0.0461 -0.1110 -0.0990 0.0147
C 4.364 -0.122 1.149 -0.2228 0.0230 -0.0338 -0.0366
C 2.799 -1.349 -0.172 0.2973 -0.0814 -0.1605 -0.1288
C -3.428 -0.732 -1.706 0.0944 0.1328 -0.1255 -0.1094
C 4.110 -1.098 0.195 -0.1363 0.0014 -0.0535 -0.0481
C 2.014 0.261 1.272 -0.2153 0.5569 0.3349 -0.1655
C -1.813 -1.171 -3.419 0.0795 0.0676 0.1392 -0.0335
C -2.390 -0.248 -0.915 -0.4670 0.2301 -0.3854 -0.1119
C -4.843 -0.803 -1.192 0.2621 0.0292 0.0623 -0.5239
C -1.410 -3.056 1.207 -1.1912 -1.1558 0.3741 -1.0112
H -2.573 0.247 0.041 0.0376 -0.2867 -0.1559 0.1268
H 3.414 1.367 2.415 0.0213 0.0636 0.0256 0.1235
H -3.936 -1.501 -3.632 -0.0766 -0.0143 -0.0700 0.1289
H 0.226 -0.830 -2.781 -0.0581 -0.0707 0.0295 0.1124
H 5.375 0.088 1.466 0.1001 0.0101 0.0173 0.1120
H 4.910 -1.663 -0.255 0.0638 -0.0509 -0.0600 0.1065
H -1.552 -1.464 -4.424 0.0561 -0.0968 -0.0180 0.1093
H -5.821 -1.416 0.476 0.0036 0.0832 -0.0975 0.1195
H -4.103 -1.673 0.530 -0.1365 -0.0569 -0.1216 0.0240
H 2.549 -2.092 -0.924 0.0452 -0.0110 0.1352 0.1123
```
Positions in Å, forces in eV/Å.